Here is a cluster of 13 separate species, C54H87NO24 in total from the OMol25 dataset. Energies are from ωB97M-V/def2-TZVPD.

Results
**Highest occupied orbital energy**: -7.983 eV
**2S+1**: 1
**LUMO level**: 0.54 eV
**Gap between HOMO and LUMO**: 0.3133 Ha

Structure (XYZ):
```
166
C54H87NO24, DFT ωB97M-V/def2-TZVPD
O -27.172 4.062 16.021
O -22.484 4.526 13.834
O -16.924 0.169 13.012
O -24.805 6.823 10.196
O -19.052 -0.034 12.388
O -20.115 -1.213 9.792
O -21.685 0.249 15.767
O -23.252 -0.602 12.740
O -28.248 4.630 12.774
O -25.089 4.795 15.844
O -26.329 5.679 12.789
O -22.331 -4.367 11.321
O -21.733 3.265 8.256
O -25.424 0.023 12.805
O -21.539 2.793 6.055
O -21.476 2.514 15.655
O -21.724 -3.630 9.265
O -16.892 2.234 11.012
O -24.790 8.916 10.980
O -25.544 2.769 8.901
O -24.721 1.036 7.807
O -17.928 3.227 12.683
O -23.297 3.575 11.959
O -17.878 -1.440 9.616
N -19.822 8.150 12.437
C -23.075 6.872 8.625
C -21.242 2.675 12.701
C -17.243 0.871 15.274
C -21.469 0.977 7.573
C -18.385 3.930 10.322
C -23.256 -2.538 14.108
C -24.393 8.086 10.160
C -25.326 1.424 8.813
C -24.540 -1.711 14.318
C -18.880 8.663 13.495
C -21.483 2.293 11.255
C -24.506 -0.664 13.256
C -18.285 0.318 13.212
C -21.908 1.385 16.272
C -22.571 -3.687 10.318
C -19.178 7.345 11.411
C -25.730 3.014 14.323
C -21.298 1.593 5.292
C -18.569 0.934 14.550
C -21.705 0.413 6.166
C -26.298 3.045 10.177
C -25.950 0.624 9.879
C -28.021 6.880 13.831
C -25.953 4.074 15.441
C -23.887 5.931 9.591
C -26.672 7.480 14.320
C -26.942 2.115 14.520
C -17.708 3.135 11.520
C -20.947 7.513 13.010
C -19.988 7.295 10.163
C -23.685 -2.446 8.631
C -16.841 -2.278 10.233
C -22.516 1.792 17.571
C -27.890 2.954 15.428
C -27.620 5.596 13.079
C -21.701 2.985 17.947
C -22.047 8.439 13.679
C -21.461 3.611 16.578
C -22.407 -1.630 13.302
C -26.661 1.660 10.778
C -17.577 -3.437 10.892
C -16.766 2.306 9.608
C -21.628 2.457 7.391
C -17.910 9.742 13.022
C -23.659 -2.669 10.155
C -18.031 3.022 9.040
C -22.401 3.720 12.937
C -23.028 2.389 11.172
C -23.290 8.288 9.150
C -19.035 -2.935 11.044
C -19.081 -1.747 10.119
C -16.207 0.802 14.093
C -25.594 6.822 13.413
C -22.270 -2.828 8.186
H -15.850 2.871 9.311
H -17.643 -4.371 10.235
H -20.474 4.091 16.458
H -20.441 0.858 7.960
H -22.079 6.524 8.564
H -16.993 1.688 15.953
H -24.047 -1.414 8.371
H -16.144 -2.567 9.483
H -19.185 -2.460 12.054
H -18.855 2.025 14.351
H -23.435 6.764 7.608
H -22.735 0.095 6.008
H -21.050 3.076 10.578
H -28.563 7.590 13.204
H -21.025 1.319 10.945
H -18.415 10.537 12.517
H -16.527 1.318 9.266
H -24.577 -3.027 10.640
H -27.437 2.032 13.564
H -17.324 10.157 13.863
H -25.287 7.443 12.573
H -22.451 0.958 18.273
H -22.165 3.674 18.658
H -18.247 7.831 11.227
H -22.763 -2.859 15.051
H -19.411 4.126 10.617
H -19.933 6.351 9.665
H -28.664 3.425 14.876
H -26.775 0.012 9.443
H -15.929 1.873 13.869
H -26.607 8.517 14.087
H -22.431 9.274 13.085
H -24.347 -3.161 8.149
H -23.626 1.626 11.603
H -23.283 -1.738 10.663
H -23.433 -3.438 13.506
H -22.212 4.313 16.235
H -19.442 0.456 15.031
H -20.520 6.880 13.817
H -22.887 7.761 13.973
H -25.490 -2.216 14.251
H -20.322 3.163 13.002
H -17.118 -0.054 15.871
H -21.087 -0.470 6.084
H -20.765 2.473 18.370
H -28.230 2.403 16.272
H -21.736 8.823 14.682
H -27.706 1.408 10.708
H -17.231 9.386 12.239
H -19.779 -3.624 10.662
H -26.300 7.312 15.377
H -23.662 8.992 8.382
H -19.001 6.369 11.851
H -22.393 -3.541 7.411
H -28.748 6.527 14.642
H -21.622 -1.983 7.984
H -21.328 1.874 13.461
H -25.600 3.519 13.367
H -22.230 0.713 8.346
H -26.691 1.131 14.898
H -24.685 6.334 13.872
H -26.415 1.595 11.834
H -24.356 5.107 9.071
H -17.944 3.558 8.156
H -23.560 2.132 17.386
H -19.475 9.073 14.333
H -21.047 7.414 10.488
H -21.876 1.641 4.376
H -21.929 -2.019 12.440
H -19.779 8.163 9.499
H -15.294 0.226 14.339
H -22.415 8.735 9.619
H -24.491 -1.320 15.324
H -16.330 -1.617 10.945
H -23.341 5.525 10.452
H -18.218 7.894 13.877
H -25.701 3.679 10.843
H -25.264 -0.016 10.415
H -27.225 3.549 9.852
H -23.376 2.605 10.141
H -21.672 -1.064 13.841
H -17.126 -3.715 11.835
H -21.550 6.771 12.414
H -24.758 2.491 14.466
H -17.788 4.813 10.259
H -18.842 2.309 8.937
H -20.236 1.458 5.073
```

***

Here is a cluster of 8 separate species, C54H88ClF6NO12 in total from the OMol25 dataset. Energies are from ωB97M-V/def2-TZVPD.

Results
**Highest occupied orbital energy**: -8.877 eV
**2S+1**: 1
**SMILES**: CCOCCOCC1=C(F)C(=O)c2c(CCCC(F)(F)C(F)(F)F)c(CCN)c(CCCCO)c(Cl)c2C1=O.C1CCOC1.C1CCOC1.C1CCOC1.C1CCOC1.C1CCOC1.C1CCOC1.C1CCOC1
**LUMO level**: -2.01 eV
**Gap between HOMO and LUMO**: 0.2524 Ha

Structure (XYZ):
```
162
C54H88ClF6NO12, DFT ωB97M-V/def2-TZVPD
Cl 2.920 4.168 0.464
F -3.909 -0.688 -1.280
F -3.472 2.515 0.871
F -1.630 1.459 -0.357
F 4.207 -2.957 -0.483
F -3.645 2.088 -1.469
F -5.261 0.348 0.391
O -4.336 5.817 3.073
O 6.648 -1.954 3.366
O 4.879 9.078 4.444
O -9.175 -2.388 -4.594
O -6.639 -3.268 -8.400
O 6.662 -6.479 -3.671
O 1.109 -2.578 -0.147
O 6.786 -1.271 -0.389
O 8.187 -8.611 2.237
O 3.974 1.930 -1.714
O -7.287 -3.028 0.370
O 4.032 6.723 2.176
N 0.540 1.767 5.288
C 0.218 0.072 1.813
C 6.747 -0.849 1.020
C -0.677 -1.269 2.212
C -1.437 1.732 3.574
C 7.022 -9.060 0.225
C 4.779 -5.424 -2.697
C 9.069 -8.356 1.135
C 0.462 4.375 2.652
C 3.558 1.038 -0.809
C -6.344 6.542 2.050
C -7.085 -2.446 -1.916
C -4.277 5.492 1.678
C 5.492 9.991 3.523
C 8.501 -9.088 -0.061
C 3.509 -1.631 -0.431
C -5.700 5.507 1.163
C -8.977 -0.203 -5.485
C 0.693 2.834 2.044
C 5.911 -0.453 -1.243
C 5.567 -1.693 4.330
C 4.329 -0.440 -0.813
C -8.415 -3.563 -0.336
C -3.831 0.054 0.001
C 3.938 9.804 5.247
C 6.074 -0.391 5.243
C -9.738 -1.072 -4.507
C 1.906 -1.521 0.031
C -0.927 2.099 5.106
C 4.193 11.275 5.000
C -6.544 -2.191 -0.526
C -4.944 -4.231 -9.744
C -1.723 -1.483 0.926
C -0.207 1.533 2.502
C 2.601 6.925 2.538
C 1.456 -0.097 0.726
C 5.237 -6.365 -3.790
C -3.223 -0.880 1.204
C 7.126 -5.468 -2.766
C 4.690 11.273 3.577
C -8.591 -1.194 -6.553
C -5.925 -4.230 -7.610
C -8.318 -2.442 -5.743
C -3.101 1.511 -0.184
C 2.338 1.241 0.269
C -5.653 6.299 3.374
C 1.924 2.678 0.951
C 2.146 6.169 3.919
C 6.988 -9.214 1.730
C -5.209 -5.147 -8.578
C -6.188 -3.369 -9.758
C 1.668 4.611 3.736
C 6.152 -2.075 1.986
C -8.523 -2.796 -1.636
C 5.972 -4.516 -2.543
H 3.305 11.893 5.154
H -1.230 -1.162 3.239
H 7.258 -0.456 5.240
H 4.781 -7.356 -3.709
H 1.373 6.848 4.516
H -9.105 -1.879 -1.481
H 4.060 9.528 6.298
H 8.005 -4.971 -3.187
H 0.768 1.961 6.297
H -4.781 -4.757 -10.688
H 5.720 0.582 4.649
H -6.625 -4.767 -6.963
H 1.924 6.717 1.607
H 10.080 -8.688 1.388
H -7.432 6.450 2.113
H 4.983 11.635 5.669
H -5.878 -5.959 -8.888
H 2.525 3.851 3.491
H 3.855 -4.898 -2.947
H -9.666 -0.707 -3.478
H -1.539 1.398 5.853
H -9.314 -3.473 0.281
H 6.996 -10.270 2.021
H -8.999 -3.372 -2.433
H -9.568 0.638 -5.858
H 5.279 12.156 3.316
H -5.477 -2.419 -0.443
H 5.016 -5.959 -4.783
H 2.932 9.516 4.925
H -6.169 4.530 1.331
H 3.116 6.137 4.614
H -1.209 3.218 5.324
H 5.609 -0.456 6.317
H 4.548 -1.364 3.854
H -1.179 -1.044 -0.018
H 8.857 -10.124 -0.069
H -4.063 -3.613 -9.538
H 4.616 -5.983 -1.768
H -5.215 -3.684 -6.980
H -8.514 -3.359 -6.305
H 7.418 -5.963 -1.833
H 5.945 -0.818 -2.377
H 4.991 -2.186 1.882
H -4.305 -5.592 -8.154
H -6.105 7.546 1.681
H 6.524 10.154 3.850
H -2.141 0.796 3.672
H 9.089 -7.274 0.967
H -6.988 -3.836 -10.342
H 6.618 -3.071 1.531
H 0.436 5.131 1.759
H 6.209 0.176 1.204
H -2.123 2.634 3.239
H 8.773 -8.625 -1.013
H -5.583 7.206 3.982
H 6.372 0.639 -1.252
H -6.962 -1.591 -2.585
H -9.440 -1.364 -7.226
H 0.065 -2.189 2.319
H 6.017 -4.011 -1.574
H 4.589 7.313 2.784
H -10.797 -1.143 -4.779
H 6.458 -9.838 -0.295
H -0.594 4.365 3.156
H 6.606 -8.086 -0.060
H -7.282 -2.465 -5.386
H 0.723 0.739 5.144
H -6.001 -2.369 -10.159
H -3.334 -0.300 2.214
H 1.231 4.274 4.795
H 6.115 -8.734 2.182
H -5.765 5.740 0.097
H -6.574 -3.308 -2.363
H -3.793 4.520 1.546
H 5.341 -2.617 5.050
H -6.167 5.527 3.955
H 5.509 9.549 2.523
H 5.960 -3.752 -3.329
H -7.735 -0.880 -7.154
H -8.222 -4.626 -0.518
H 3.840 11.212 2.887
H -3.668 6.256 1.182
H -8.076 0.196 -5.006
H -3.949 -1.824 1.290
H 2.503 8.095 2.755
H 7.879 -0.713 1.370
H -6.704 -1.151 -0.222
H -1.842 -2.649 0.717
```

***

Here is a structure of composition C54H89AsN5PS2SiTi from the OMol25 dataset. Energies are from ωB97M-V/def2-TZVPD.

Results
**Highest occupied orbital energy (spin up / spin down)**: -5.341 / -6.894 eV
**2S+1**: 3
**Energy above the lowest of the compared OMol25 structures with the same formula, charge and spin**: 0.555 eV
**LUMO level (spin up / spin down)**: 0.35 / 0.35 eV
**Gap between HOMO and LUMO (spin up / spin down)**: 0.2092 / 0.2662 Ha

Structure (XYZ):
```
154
C54H89AsN5PS2SiTi, DFT ωB97M-V/def2-TZVPD
As -0.925 0.667 -2.659
Ti -0.635 0.725 0.041
S 0.955 -0.043 4.381
S -2.385 2.438 -0.343
P 1.227 -3.388 -1.982
Si -4.456 -2.135 1.896
N -1.640 -0.679 4.369
N 0.918 -0.770 0.561
N -0.175 -2.434 4.260
N 1.369 1.737 -0.505
N -0.119 1.917 1.841
C -2.439 1.010 5.981
C -0.431 -3.536 -4.299
C 2.859 -4.994 1.319
C -3.778 0.426 6.418
C -3.441 0.014 -4.053
C -0.371 -1.107 4.339
C -4.637 -0.674 -4.191
C -4.506 -3.909 1.238
C -2.292 3.110 -1.971
C 0.953 2.902 1.627
C 2.533 0.901 -0.171
C 1.418 1.216 -4.275
C 2.195 -0.137 0.894
C -2.897 4.342 -2.241
C -2.913 -1.285 1.461
C 0.207 0.524 -4.251
C -1.652 2.448 -3.028
C -2.292 -5.304 2.907
C -2.042 0.710 4.539
C 2.132 -6.269 1.748
C 1.051 -6.672 0.733
C 0.243 -4.387 -3.222
C 5.302 -2.494 -2.326
C 1.901 -3.952 0.747
C -1.386 -5.807 -4.905
C 1.971 0.248 -6.402
C -2.021 -0.573 1.005
C 3.022 -2.587 -3.888
C -3.973 -2.178 -2.442
C -2.868 4.896 -3.505
C -4.963 1.160 5.805
C 4.014 -2.986 -1.640
C 4.359 -2.748 -4.628
C 0.960 -5.536 -3.954
C 2.960 -3.482 -2.643
C -1.626 3.012 -4.299
C -0.115 -0.290 -5.331
C 1.087 -4.481 -0.467
C -4.908 -1.768 -3.381
C -1.197 -3.463 4.273
C 5.490 -3.161 -3.681
C -2.229 4.235 -4.548
C 2.293 1.082 -5.341
C -2.779 -1.489 -2.303
C -5.897 -1.156 1.211
C -3.587 -5.308 3.707
C -1.596 -3.948 2.880
C 1.283 3.055 0.142
C -4.671 -2.272 3.763
C 0.094 -6.115 -5.097
C 0.761 -0.428 -6.399
C -2.502 -0.391 -3.110
C -1.625 -4.290 -4.902
C 1.260 -5.995 -0.621
H 0.253 -7.193 -5.167
H 2.248 -6.240 -1.020
H -2.203 4.662 -5.540
H -4.064 -6.286 3.675
H -2.469 2.095 6.114
H 3.397 -4.566 2.168
H -4.981 -4.572 1.963
H 1.013 -1.398 -0.241
H -2.370 -1.329 4.126
H 5.261 -1.411 -2.469
H -0.689 -4.017 2.276
H 0.686 3.882 2.031
H 2.859 -7.074 1.865
H -2.226 -3.197 2.390
H 3.190 -4.511 -2.935
H 3.594 -2.161 -1.055
H 0.495 -1.066 -7.232
H -3.871 -2.845 4.241
H 4.254 -3.781 -0.934
H 6.159 -2.688 -1.678
H -0.807 -4.304 4.857
H 1.020 -7.756 0.619
H 0.795 -2.705 4.207
H 0.565 -1.315 1.344
H -3.815 -0.641 6.178
H -2.504 -5.611 1.880
H 3.617 -5.239 0.573
H -1.134 2.492 -5.113
H 1.369 1.879 -1.510
H 2.829 0.384 -1.091
H -3.248 0.880 -4.676
H 1.243 -6.329 -3.264
H -1.064 -0.809 -5.347
H -4.178 -3.023 -1.799
H -5.844 -1.112 0.123
H -3.505 -4.291 1.037
H -2.067 -1.789 -1.535
H 0.065 -6.372 1.099
H 0.526 -6.378 -1.327
H -1.603 -6.051 3.315
H -5.367 -0.341 -4.918
H 0.025 -4.326 -0.228
H -5.853 -2.288 -3.471
H 1.677 1.906 -3.477
H -4.294 -4.581 3.305
H -5.608 -2.788 3.983
H 2.198 -2.790 -4.572
H 6.459 -2.903 -4.113
H 3.020 -0.857 0.982
H -4.926 1.161 4.716
H -2.528 -4.053 -4.339
H 4.258 -3.487 -5.427
H -5.911 0.714 6.103
H 1.887 -5.156 -4.387
H -3.397 4.856 -1.429
H -4.721 -1.292 4.233
H 2.470 -3.063 0.484
H 0.416 -5.696 -6.054
H -1.793 -3.944 -5.925
H 1.840 2.565 2.172
H -0.562 -4.799 -2.599
H -3.343 5.852 -3.681
H -1.629 0.638 6.615
H 3.225 1.634 -5.346
H 3.383 1.516 0.152
H -2.059 -3.088 4.828
H -3.854 0.492 7.507
H 0.481 3.602 -0.363
H 2.082 0.332 1.872
H -4.968 2.202 6.126
H -1.728 -6.246 -3.964
H -1.183 1.325 4.288
H 4.612 -1.801 -5.110
H -6.857 -1.587 1.497
H 0.058 1.361 2.674
H -5.077 -3.976 0.314
H 1.678 -6.119 2.731
H 1.215 -3.639 1.536
H -0.748 -2.574 -3.897
H -1.974 -6.281 -5.692
H 2.883 -1.549 -3.564
H -3.418 -5.064 4.756
H -1.015 2.386 1.952
H 2.655 0.138 -7.234
H 2.217 3.623 0.035
H -5.852 -0.131 1.576
H 5.492 -4.246 -3.546
H 0.298 -3.323 -5.085
H -2.829 0.924 3.814
```